{"formula": "C35H77N7O7", "method": "the ωB97M-V functional and the def2-TZVPD basis", "e_above_lowest_ev": 0.431, "max_force_ev_per_a": 3.264, "total_energy_ha": -2289.52391, "elements": ["O", "O", "O", "O", "O", "O", "O", "N", "N", "N", "N", "N", "N", "N", "C", "C", "C", "C", "C", "C", "C", "C", "C", "C", "C", "C", "C", "C", "C", "C", "C", "C", "C", "C", "C", "C", "C", "C", "C", "C", "C", "C", "C", "C", "C", "C", "C", "C", "C", "H", "H", "H", "H", "H", "H", "H", "H", "H", "H", "H", "H", "H", "H", "H", "H", "H", "H", "H", "H", "H", "H", "H", "H", "H", "H", "H", "H", "H", "H", "H", "H", "H", "H", "H", "H", "H", "H", "H", "H", "H", "H", "H", "H", "H", "H", "H", "H", "H", "H", "H", "H", "H", "H", "H", "H", "H", "H", "H", "H", "H", "H", "H", "H", "H", "H", "H", "H", "H", "H", "H", "H", "H", "H", "H", "H", "H"], "coordinates": [[-0.55282, -2.77947, -4.21908], [-0.57523, -3.13462, 3.13159], [-4.26199, 2.39781, -0.23590], [-2.88045, 0.63340, 2.09422], [-1.53684, 1.00224, 4.59805], [2.92371, -4.93861, 2.35582], [-0.11842, 2.93233, 2.68932], [0.84058, -4.36524, -1.57021], [-2.78774, -3.32108, 0.89089], [3.19525, 2.28313, 5.03528], [-3.55584, 4.89187, -1.80095], [3.03540, 0.37621, -1.65111], [0.80817, 6.31464, 0.17107], [-0.31233, 2.43472, -1.41086], [3.98257, -2.94903, -1.63395], [2.15364, 0.34002, 3.64367], [-1.24546, 3.70135, 2.28357], [3.71337, -2.63648, -3.11228], [1.93497, -5.73856, 1.78072], [4.01648, -1.52658, 3.42984], [-1.59147, -3.54353, 4.05336], [1.87457, 2.16514, -4.68756], [2.92288, 3.00973, -3.93042], [-0.78875, 1.40442, -1.28992], [1.77824, 5.35567, 2.42316], [3.08640, 4.54495, 2.18544], [-0.61410, -1.04325, -0.77559], [-1.18540, 5.65208, -2.36662], [-1.51531, 0.23571, 5.78500], [-0.41748, -4.05225, -4.81734], [1.56746, -3.52565, -1.26915], [2.66775, -2.67788, -0.79863], [-1.40943, 5.04605, -4.81295], [2.96792, 3.45950, 1.11179], [-4.66925, -6.15985, -1.25215], [-2.53695, 5.37637, -2.03172], [-2.43142, -4.90304, -1.13285], [-3.58324, -5.35732, -2.00000], [2.94790, 2.80759, -2.48646], [3.07926, 1.41761, -2.09638], [-3.95118, -0.30260, 2.01863], [-0.96692, 6.11088, -3.77648], [-5.31003, 1.68878, -0.95484], [0.05935, -1.01763, 0.57246], [-1.49160, 0.15636, -1.12996], [2.90885, 1.37079, 4.40043], [-2.68117, -3.99261, -0.03975], [1.24727, 5.88465, 1.12911], [2.62264, -1.10221, 3.94788], [-0.35959, -2.84187, -3.26816], [3.72995, 3.40184, -2.14759], [4.30680, -3.37914, -3.69831], [0.14709, -1.22051, -1.56418], [-1.53783, 0.97883, 6.59111], [2.79315, 4.11026, -4.15794], [-5.96438, 2.45413, -1.34740], [2.76617, -2.74534, 0.25945], [2.62534, -1.19825, 4.97227], [0.93214, 4.73209, 2.77871], [-1.74658, -5.71299, -0.91273], [3.98832, 3.30020, 0.68786], [-1.82317, 0.44334, 3.89989], [4.23005, -3.98290, -1.46323], [3.41934, -5.45086, 2.94568], [-0.70980, -0.47694, 5.91629], [1.05925, 0.52303, 3.94397], [-4.17492, 3.27696, -0.66593], [-1.39943, -4.25041, -5.40578], [-0.72235, 4.20728, -4.70548], [2.64167, -2.81808, -3.40114], [0.97446, -5.51452, 2.16678], [3.89965, 2.85364, -4.33649], [2.15473, 0.61880, 2.57587], [4.74251, -0.73064, 3.64308], [-2.10158, -4.42380, 3.55043], [-1.08064, 3.95803, 1.23412], [-1.19733, -3.79864, 5.00726], [2.12390, 3.06541, -1.85803], [0.45425, -3.93222, -5.40617], [-1.72051, -4.41901, -1.83429], [-1.35288, 5.35863, -5.83303], [-2.11058, 3.06658, 2.23055], [-3.89111, -0.84258, 1.08557], [1.95021, 2.27997, -5.79723], [4.75678, -2.43534, -1.15137], [1.93615, 1.04327, -4.52984], [0.89693, 2.49004, -4.43122], [-3.03241, 1.27389, 1.39389], [-5.19594, -6.89254, -1.91364], [3.80182, 5.35437, 1.97705], [-0.65745, -0.76273, 1.34534], [0.07355, 6.41971, -3.96129], [-0.41050, 2.36565, 3.48470], [-0.26990, -4.90418, -4.19391], [-1.93877, -0.00527, -2.13475], [-4.01536, -4.49971, -2.49390], [0.83405, -0.20006, 0.49780], [-1.33979, 4.48562, 2.98027], [-2.42937, 4.71085, -4.60049], [-2.36816, -0.37821, 5.80585], [3.29473, 4.06842, 3.15308], [-1.54779, 6.99450, -3.87740], [-0.64854, 4.76121, -1.90581], [-1.07156, -2.85026, 2.37842], [-3.80070, -1.05128, 2.83132], [-4.93287, 0.14309, 2.15525], [1.85766, -5.67326, 0.73785], [0.52622, -1.93646, 0.94478], [1.87856, 6.20892, 3.08719], [-3.13865, -6.03165, -2.76927], [-0.80630, 6.44070, -1.71932], [-2.24934, -2.65944, 4.31379], [2.33889, -1.61548, -1.00516], [3.86396, -1.72819, 2.38703], [2.01601, -6.75932, 2.07888], [3.94394, -1.64366, -3.31569], [-5.42340, -5.47288, -0.84538], [1.80774, -1.73741, 3.52286], [2.36032, 3.76736, 0.25041], [-2.22665, 0.25082, -0.34153], [-1.32295, -1.84000, -0.93318], [-4.24356, -6.66808, -0.37512], [-4.77170, 1.21644, -1.83214], [2.67324, 2.47018, 1.42105], [-5.85510, 0.88613, -0.41991], [4.42611, -2.42262, 3.86949]]}

{"formula": "C35H78BFN6O12P", "method": "the ωB97M-V functional and the def2-TZVPD basis", "max_force_ev_per_a": 4.798, "charge": -1, "total_energy_ha": -3077.72612, "elements": ["P", "F", "O", "O", "O", "O", "O", "O", "O", "O", "O", "O", "O", "O", "N", "N", "N", "N", "N", "N", "C", "C", "C", "C", "C", "C", "C", "C", "C", "C", "C", "C", "C", "C", "C", "C", "C", "C", "C", "C", "C", "C", "C", "C", "C", "C", "C", "C", "C", "C", "C", "C", "C", "C", "C", "B", "H", "H", "H", "H", "H", "H", "H", "H", "H", "H", "H", "H", "H", "H", "H", "H", "H", "H", "H", "H", "H", "H", "H", "H", "H", "H", "H", "H", "H", "H", "H", "H", "H", "H", "H", "H", "H", "H", "H", "H", "H", "H", "H", "H", "H", "H", "H", "H", "H", "H", "H", "H", "H", "H", "H", "H", "H", "H", "H", "H", "H", "H", "H", "H", "H", "H", "H", "H", "H", "H", "H", "H", "H", "H", "H", "H", "H", "H"], "coordinates": [[1.28924, -1.31696, 4.18643], [-4.09600, -3.65066, -2.35607], [-2.04059, -1.36953, -0.38575], [2.67702, -2.05991, 4.34687], [0.87515, -0.28148, 5.55351], [0.21058, 3.26473, -5.88089], [-2.37299, 9.19742, -4.15103], [-0.02581, -2.43597, 3.95422], [9.36835, -6.22397, 0.36320], [0.32513, -2.31518, -3.26933], [-8.61726, -0.13605, 1.27920], [-0.83665, 0.18101, -1.59164], [2.40575, -4.98787, 0.82444], [-1.79329, 2.24945, -0.43803], [9.56672, -4.21027, 1.33327], [0.00798, 5.29597, -4.94901], [4.50071, -5.08979, 1.62201], [-2.86407, 9.81343, -2.04990], [-3.02652, 0.12438, 1.48559], [-10.09982, -1.12052, 2.64603], [9.89361, -5.11260, 0.36414], [1.06936, -4.79303, 3.64570], [10.06523, -2.86730, 1.50967], [2.70865, -1.34760, -3.79948], [0.40448, -0.41327, 1.47809], [2.77666, 2.58671, -1.22434], [0.15541, 4.48312, -6.03429], [0.15400, -2.03744, -1.82813], [0.25629, 3.72716, -1.15888], [5.83913, -5.60954, 1.76924], [-9.13361, -1.17520, 1.68492], [-4.40452, 8.31212, -3.24433], [0.24562, 5.12191, -7.39172], [-3.14463, 9.13018, -3.19652], [-0.07715, 6.73639, -4.91549], [1.05394, -1.23821, -3.95722], [1.48057, 3.10931, -2.10521], [-1.17419, 0.91808, -0.36503], [1.02268, -1.00255, 6.82946], [-2.68174, -3.33460, -2.67140], [0.22676, -3.73900, 4.58947], [1.63061, 0.11620, 7.91112], [-8.73593, -2.52425, 1.15508], [-4.55635, 0.07415, 1.48008], [-5.08112, -1.03393, 2.61119], [-3.63248, 9.86575, -0.82925], [1.48508, -0.09496, 2.68167], [10.89743, -4.70296, -0.67670], [-2.39433, -1.69098, -2.78046], [3.49526, -5.55709, 0.82768], [-10.82282, -2.21370, 3.25052], [-2.48979, -0.01499, 0.07791], [3.76686, -6.76646, -0.02231], [-1.22175, 3.08114, -1.50752], [-0.09947, 1.02188, 0.86773], [-1.28630, -1.24860, -1.64880], [0.73928, 7.10924, -4.29202], [10.53091, -2.80605, 2.49641], [2.87034, -7.01644, -0.59766], [-7.95666, -2.40276, 0.39663], [11.85449, -4.46836, -0.20307], [0.36088, 4.34482, -8.15336], [1.12978, 2.24840, -2.81601], [-11.88848, -2.05859, 3.06449], [-2.02169, -3.84057, -1.82218], [-1.17919, 2.57797, -2.56315], [-3.00111, 9.49926, -0.01588], [1.13913, 1.18084, 7.72600], [6.01704, -6.48600, 1.14518], [1.73536, -1.93609, 6.78212], [10.52681, -3.83990, -1.23615], [-4.96529, 1.12427, 1.82757], [4.57935, -6.55748, -0.72333], [4.01961, -7.62106, 0.61103], [0.99686, -1.28170, -1.50150], [0.48826, -5.83132, 3.60233], [-0.66956, 5.68069, -7.60492], [-3.25980, 0.26787, -0.76957], [3.22134, -0.28187, -3.75986], [-6.01472, -0.65190, 3.20870], [8.88488, -4.56162, 1.99572], [0.20410, 4.88270, -1.45378], [2.79259, 0.25910, 7.69226], [5.98631, -5.87279, 2.81963], [-5.27609, 8.95693, -3.10322], [-1.95608, 4.01513, -1.62431], [-3.89331, 10.90963, -0.63802], [-3.42851, -1.18941, -2.47677], [3.81505, 2.99175, -1.62583], [-5.24836, -2.06033, 2.07345], [2.70687, 2.84223, -0.08429], [4.23900, -4.27353, 2.16277], [0.97892, -1.09144, 0.68819], [6.54155, -4.81796, 1.49629], [1.89898, 3.99254, -2.79037], [-8.33665, -3.14210, 1.96383], [2.90788, -2.00809, -2.85379], [-4.18883, -1.15327, 3.36807], [1.31481, 1.00728, 3.07519], [-4.54204, 9.26651, -0.88314], [0.77522, -0.15314, -3.61761], [-2.40724, -3.90599, -3.66952], [-10.63929, -2.18638, 4.32758], [2.58487, -0.14345, 2.26994], [2.84233, 1.40290, -1.30240], [3.09009, -1.86226, -4.78987], [-0.84228, -4.22514, 4.78522], [-4.48798, 7.82808, -4.22208], [-4.37648, 7.53484, -2.47602], [-10.52065, -3.18348, 2.85366], [-2.77605, 1.05364, 1.89519], [0.87328, 1.64861, 0.59992], [-0.54844, -0.99545, 1.83315], [0.78569, -1.30078, -5.11732], [1.11564, 5.78237, -7.43847], [0.77808, -3.54733, 5.60410], [-0.00994, 7.18126, -5.90889], [11.05261, -5.52824, -1.37820], [-0.04499, 4.78999, -4.07245], [-10.31083, -0.17706, 2.95024], [-9.59626, -3.01330, 0.69034], [10.79166, -2.58850, 0.74557], [-0.04568, -1.38862, 7.13224], [1.52388, -0.26527, 9.01490], [2.11916, -4.95750, 4.16265], [1.28424, -4.37462, 2.55923], [-2.14301, -1.35440, -3.87839], [-0.62340, 1.63057, 1.75091], [0.52491, 3.71425, -0.01005], [0.26632, -2.99526, -1.15107], [9.21415, -2.18266, 1.47186], [-1.99916, 10.33961, -2.09728], [-1.03126, 7.00848, -4.45707], [-5.01823, -0.18639, 0.43657]]}